(1)
Here is C4H5NO2 in the gas phase from OMol25. Energies are from ωB97M-V/def2-TZVPD.

Geometry as XYZ:
```
12
Properties=species:S:1:pos:R:3:mulliken_charge:R:1
N 0.117 0.925 -2.409 -0.3794
C 0.152 -1.585 0.953 0.0715
C -0.199 -0.090 1.054 0.7116
H -1.179 0.198 0.582 0.1171
H -0.881 0.913 -2.565 0.2060
H 0.718 0.927 -3.211 0.2120
C 0.549 0.766 -1.171 -0.0128
C 0.400 0.776 0.054 -0.5922
H -0.078 1.199 2.468 0.3216
O 0.151 -2.194 -0.086 -0.4536
H 0.422 -2.076 1.915 0.3326
O -0.173 0.242 2.415 -0.5344
```

The value obtained for the HOMO energy is -8.901 eV. As for the SMILES: NC#C[C@H](O)C=O. As for the charge: 0. Its frontier orbital gap is 9.5908 eV. For the LUMO energy, the calculation gives 0.7 eV.

---

(2)
Here is C4H5NO2 in the gas phase from OMol25. Energies are from ωB97M-V/def2-TZVPD.

Geometry as XYZ:
```
12
Properties=species:S:1:pos:R:3:mulliken_charge:R:1
H -1.439 -1.287 -1.133 0.2346
C -1.008 0.621 -0.085 -0.4801
C -1.509 -0.773 -0.178 -0.1843
H -1.324 1.357 0.635 0.2542
H 2.926 0.090 0.554 0.3375
N -0.291 -0.513 0.549 -0.3200
O 1.193 -1.035 -1.170 -0.5360
C 0.911 -0.480 -0.135 0.5660
O 1.600 1.565 0.978 -0.4284
H -0.616 1.025 -1.023 0.2536
C 1.897 0.480 0.544 0.0680
H -2.338 -1.049 0.463 0.2349
```

The value obtained for the HOMO energy is -9.975 eV. As for the SMILES: O=CC(=O)N1CC1. As for the charge: 0. Its frontier orbital gap is 10.0225 eV. For the LUMO energy, the calculation gives 0.0 eV.

---

(3)
Here is 2 unconnected molecules or ions with the total composition C4H5NO2 from OMol25. Energies are from ωB97M-V/def2-TZVPD.

Geometry as XYZ:
```
12
Properties=species:S:1:pos:R:3:mulliken_charge:R:1
C -2.070 0.869 0.385 -0.7692
O -0.848 -2.299 -0.592 -0.3637
H 2.721 0.898 0.890 0.2668
H -1.980 1.928 0.601 0.2838
C 1.227 0.326 -0.190 0.1233
O 1.520 -1.098 0.168 -0.5874
H 0.853 0.490 -1.203 0.3761
N 2.116 1.199 0.125 -0.5948
C -1.041 0.062 0.154 -0.2528
H -3.117 0.595 0.377 0.2711
C -1.004 -1.237 -0.160 0.9294
H 1.625 -1.734 -0.555 0.3173
```

The value obtained for the HOMO energy is -8.812 eV. As for the SMILES: [H]/N=C\O.C=C=C=O. As for the charge: 0. Its frontier orbital gap is 8.0076 eV. For the LUMO energy, the calculation gives -0.8 eV.

---

> What is the charge in the third record?

0